a.
Entry from OMol25: C2H3F2IO as an isolated structure (ωB97M-V/def2-TZVPD).

Structure (XYZ):
```
9
Properties=species:S:1:pos:R:3:mulliken_charge:R:1
C -0.712 0.083 -0.382 -0.32
C 1.174 0.495 -0.255 0.29
O -0.929 -1.159 0.127 -0.46
F 1.639 0.804 -1.461 -0.25
F 1.796 -0.666 0.133 -0.27
I -1.682 1.489 0.926 0.00
H -0.996 0.450 -1.283 0.45
H 1.457 1.358 0.288 0.23
H -0.205 -1.610 0.593 0.33
```

HOMO level (Ha): -0.352
E_LUMO (hartree): 0.0175
Charge: 0
Kohn-Sham gap (eV): 10.0

---

b.
Entry from OMol25: a 2-piece molecular cluster, C2H3F2IO overall (ωB97M-V/def2-TZVPD).

Structure (XYZ):
```
9
Properties=species:S:1:pos:R:3:mulliken_charge:R:1
C 1.991 0.119 0.418 -0.14
C -1.950 0.002 0.226 0.44
O 2.021 0.920 -0.508 -0.13
F -2.391 -0.572 1.309 -0.23
F -2.659 -0.562 -0.752 -0.25
I 3.395 -1.486 0.268 -0.08
H -0.824 -0.368 0.307 -0.09
H -2.067 1.062 0.042 0.15
H 2.483 0.885 -1.309 0.33
```

HOMO level (Ha): -0.330
E_LUMO (hartree): 0.0028
Charge: 0
Kohn-Sham gap (eV): 9.1

---

Name the least stable of them. b.

---

a.
Entry from OMol25: one molecule with the formula C6H9NOS2 (ωB97M-V/def2-TZVPD).

Structure (XYZ):
```
19
Properties=species:S:1:pos:R:3:mulliken_charge:R:1
C 1.983 -0.296 1.060 -0.97
C 1.056 -0.688 0.190 0.67
C 1.165 -1.991 -0.536 -1.28
C -0.138 0.095 -0.041 0.53
N -0.877 0.617 0.885 -0.74
C -1.975 1.328 0.242 0.65
S -3.556 0.829 0.925 -0.23
S -1.727 3.177 0.567 -0.25
C -1.849 0.988 -1.247 -0.54
O -0.577 0.210 -1.242 -0.43
H 2.709 -1.026 1.358 0.30
H 1.863 0.568 1.696 0.32
H 0.661 -2.714 0.074 0.30
H 2.275 -2.259 -0.565 0.33
H 0.733 -2.031 -1.488 0.37
H -4.086 2.114 0.912 0.17
H -0.482 3.015 1.303 0.17
H -2.660 0.174 -1.641 0.27
H -1.707 1.816 -1.808 0.36
```

HOMO level (Ha): -0.335
SMILES: C=C(C)C1=NC(S)(S)CO1
E_LUMO (hartree): 0.0226
Charge: 0
Kohn-Sham gap (eV): 9.7

---

b.
Entry from OMol25: a 2-piece molecular cluster, C6H9NOS2 overall (ωB97M-V/def2-TZVPD).

Structure (XYZ):
```
19
Properties=species:S:1:pos:R:3:mulliken_charge:R:1
C 1.899 -0.883 0.181 -0.38
C 2.782 -0.149 -0.620 -0.38
C 1.115 0.089 0.795 0.85
C -0.964 -0.319 -1.351 -1.47
C -0.001 -0.011 1.628 -1.16
C -1.717 0.066 -0.126 0.49
N 2.563 1.136 -0.526 -0.47
O 1.528 1.302 0.347 -0.12
S -2.903 -1.109 0.427 -0.20
S -2.228 1.754 0.024 -0.14
H 1.842 -1.943 0.314 0.43
H 3.558 -0.514 -1.263 0.44
H -0.421 -1.251 -1.188 0.36
H -1.653 -0.471 -2.186 0.41
H -0.254 0.458 -1.632 0.34
H -0.244 -0.975 2.036 0.32
H -0.372 0.860 2.132 0.37
H -3.473 -0.320 1.339 0.15
H -1.056 2.279 -0.330 0.14
```

HOMO level (alpha / beta) (Ha): -0.267 / -0.276
E_LUMO (alpha / beta) (hartree): -0.0183 / -0.0079
Charge: 0
Kohn-Sham gap (alpha / beta) (eV): 6.8 / 7.3

---

Name the least stable of them. b.

---

a.
Entry from OMol25: a 2-piece molecular cluster, C2H9NS overall (ωB97M-V/def2-TZVPD).

Structure (XYZ):
```
13
Properties=species:S:1:pos:R:3:mulliken_charge:R:1
S 2.283 1.703 -5.924 -0.33
H 1.329 1.179 -5.188 0.15
C -1.446 -1.086 0.965 -0.81
N -1.158 -0.410 2.216 0.04
C 0.122 0.184 2.476 -0.72
H -2.503 -0.937 0.662 0.35
H -0.951 -2.061 0.708 0.35
H -0.954 -0.410 0.267 0.37
H 3.354 1.291 -6.588 0.18
H -1.647 -0.871 3.024 0.35
H 0.223 1.224 2.146 0.36
H 0.482 0.416 3.489 0.36
H 0.866 -0.222 1.746 0.35
```

HOMO level (alpha / beta) (Ha): -0.422 / -0.422
<S²>: 0.75
Multiplicity: 2
E_LUMO (alpha / beta) (hartree): -0.1278 / -0.3067
Charge: +1
Kohn-Sham gap (alpha / beta) (eV): 8.0 / 3.1

---

b.
Entry from OMol25: a 2-piece molecular cluster, C2H9NS overall (ωB97M-V/def2-TZVPD).

Structure (XYZ):
```
13
Properties=species:S:1:pos:R:3:mulliken_charge:R:1
S -1.542 3.222 0.142 -0.20
H -0.508 4.043 -0.248 0.21
C 0.699 0.107 0.969 -0.74
N 0.487 -0.466 -0.513 -0.24
C -0.485 -1.608 -0.573 -0.66
H -0.071 -0.105 1.700 0.32
H 1.488 -0.637 1.462 0.34
H 0.759 1.199 0.886 0.30
H 1.406 -0.613 -0.820 0.34
H 0.089 0.420 -1.127 0.43
H -0.156 -2.643 -0.579 0.32
H -0.931 -1.330 -1.625 0.30
H -1.237 -1.588 0.326 0.27
```

HOMO level (alpha / beta) (Ha): -0.505 / -0.488
<S²>: 0.75
Multiplicity: 2
E_LUMO (alpha / beta) (hartree): -0.1375 / -0.2186
Charge: +1
Kohn-Sham gap (alpha / beta) (eV): 10.0 / 7.3

---

Name the least stable of them. a.